11 unconnected molecules or ions with the total composition C57H94N4O29. Source: OMol25; level of theory: the ωB97M-V functional and the def2-TZVPD basis.

Structure (XYZ):
```
184
Properties=species:S:1:pos:R:3:forces:R:3:mulliken_charge:R:1
O -0.904 -5.217 0.540 -0.357 0.624 -0.612 -0.530
N -0.268 -6.008 1.201 0.396 1.980 1.785 1.098
O -0.325 -7.182 1.120 -0.036 -2.440 -0.523 -0.600
C 0.614 -5.444 2.291 0.010 -1.481 -2.046 0.499
C 1.848 -6.068 2.418 -1.378 -0.748 -1.076 -0.583
C 2.667 -5.485 3.328 1.214 0.351 0.906 -0.545
C 2.275 -4.371 4.064 -0.398 0.577 0.809 -0.605
C 0.943 -3.824 3.920 3.591 -1.131 1.004 -0.389
C 0.150 -4.360 2.988 0.809 -1.494 -0.757 -0.765
H 2.141 -6.982 1.835 -0.510 1.169 0.587 0.418
H 3.632 -5.964 3.466 0.073 0.452 0.229 0.404
H 3.046 -3.996 4.785 -1.177 -0.029 -0.601 0.354
H 0.551 -3.072 4.531 -0.078 1.279 0.893 0.575
H -0.787 -3.995 2.796 -2.228 0.909 -0.507 0.590
O 3.881 -0.093 4.302 -0.791 -0.810 -1.102 -0.681
N 2.979 -0.421 3.546 -1.683 0.589 0.252 1.371
O 1.766 -0.106 3.718 2.739 -0.481 -0.091 -0.594
C 3.251 -1.301 2.335 -2.969 0.849 1.215 0.030
C 2.104 -1.862 1.764 -0.392 -0.231 1.300 0.000
C 2.193 -2.870 0.818 -0.260 0.834 0.807 0.018
C 3.461 -3.167 0.458 2.370 -2.069 -2.500 -0.521
C 4.594 -2.549 0.982 0.431 -0.848 -1.417 -0.706
C 4.497 -1.605 1.937 1.993 1.686 1.242 -0.695
H 1.157 -1.679 2.249 0.015 0.384 -0.293 0.829
H 1.330 -3.433 0.495 -0.081 0.191 -0.218 -0.033
H 3.705 -3.924 -0.348 -0.654 0.753 1.040 0.012
H 5.569 -2.787 0.581 -0.006 -0.214 -0.053 0.524
H 5.357 -1.044 2.354 -0.566 -0.650 -0.220 0.411
O 0.607 -8.055 -1.645 -1.379 -1.647 0.111 -0.602
N 1.478 -7.250 -1.721 -0.423 0.821 -0.285 1.121
O 2.554 -7.338 -1.194 1.243 -0.128 0.563 -0.652
C 1.164 -6.046 -2.481 -0.267 -0.292 0.565 -0.535
C -0.104 -5.734 -2.870 -1.156 0.967 -0.391 -0.279
C -0.267 -4.513 -3.536 -0.734 -0.605 0.488 -0.204
C 0.781 -3.649 -3.765 0.993 0.738 -0.228 0.156
C 2.074 -3.978 -3.352 -1.073 -0.927 0.472 -0.925
C 2.178 -5.187 -2.665 1.775 1.574 -1.306 -0.269
H -0.994 -6.277 -2.578 0.296 -0.370 -0.152 0.457
H -1.286 -4.222 -3.766 0.095 0.061 -0.190 0.330
H 0.617 -2.678 -4.223 -0.189 -0.133 -0.117 0.428
H 2.979 -3.396 -3.466 -0.364 0.235 -0.165 0.483
H 3.148 -5.480 -2.384 1.034 -0.402 0.594 0.580
O -5.293 0.412 4.318 1.226 -1.479 0.602 -0.606
N -4.483 -0.541 4.409 -1.899 2.020 -1.118 1.100
O -3.613 -0.617 5.223 0.695 -0.378 0.902 -0.620
C -4.567 -1.522 3.331 -0.300 0.113 -0.606 -0.248
C -3.788 -2.654 3.309 0.432 0.190 1.267 -0.891
C -3.711 -3.456 2.185 -1.035 1.022 -0.203 -0.700
C -4.469 -3.135 1.053 0.462 0.888 0.833 -0.765
C -5.242 -1.963 1.108 -0.204 -1.412 -1.007 -0.107
C -5.329 -1.181 2.242 -0.541 0.873 -1.406 0.613
H -3.249 -2.812 4.246 0.225 -0.385 -0.508 0.418
H -3.048 -4.262 2.187 0.796 -1.275 -0.071 0.713
H -4.353 -3.700 0.132 -0.206 0.022 0.203 0.397
H -5.797 -1.716 0.203 0.101 0.309 0.360 0.223
H -5.898 -0.249 2.116 0.240 -0.570 0.640 0.425
C 4.963 3.177 -3.018 -0.743 0.594 1.778 -0.867
O 3.715 3.029 -2.265 -0.080 0.279 -0.337 -0.153
C 2.665 2.700 -3.018 -0.572 0.187 1.104 0.803
O 2.731 2.488 -4.195 -0.960 -0.372 -0.273 -0.698
O 1.578 2.713 -2.188 2.637 -0.134 -0.374 -0.011
C 0.306 2.288 -2.576 -0.297 -0.176 -2.089 -0.371
H 5.393 4.100 -2.591 0.198 -0.654 -0.280 0.216
H 4.744 3.301 -4.055 0.073 -0.116 -0.609 0.398
H 5.491 2.272 -2.764 0.679 -0.010 -0.352 0.253
H 0.158 2.319 -3.690 0.240 0.053 0.944 0.343
H -0.287 3.012 -2.094 -1.373 0.638 0.381 0.071
H 0.061 1.307 -2.203 0.180 -0.380 0.174 0.038
C -0.169 1.293 1.432 -0.867 1.130 -0.114 0.201
O -0.451 0.738 0.146 0.043 -1.403 0.350 1.008
C -0.783 -0.580 0.239 -0.104 0.661 1.032 -0.106
O -0.907 -1.189 1.293 0.038 0.241 -1.703 -0.685
O -0.964 -0.986 -1.001 -0.938 -0.946 -0.866 -0.168
C -1.382 -2.375 -1.269 0.146 0.425 -0.324 1.538
H 0.781 0.945 1.783 0.625 0.054 0.236 -0.383
H -0.935 0.968 2.131 -0.008 0.018 0.138 0.179
H -0.247 2.390 1.302 0.351 -0.569 0.038 -0.250
H -0.469 -2.946 -1.081 -0.472 -0.406 -0.457 -0.210
H -1.850 -2.458 -2.293 1.232 0.514 0.930 -0.903
H -2.191 -2.722 -0.644 0.028 0.258 0.812 -0.431
C 7.026 -1.610 -3.769 -1.165 -0.269 0.919 -0.684
O 6.039 -0.635 -3.283 0.738 0.640 -0.335 -0.339
C 4.926 -1.083 -2.743 1.455 -4.174 -1.631 0.600
O 4.630 -2.280 -2.844 0.044 1.234 0.333 -0.626
O 4.247 -0.180 -2.155 0.513 1.901 0.414 0.011
C 2.921 -0.548 -1.922 -1.407 -0.483 -1.572 -0.090
H 7.729 -0.981 -4.253 0.663 0.372 -0.594 0.260
H 6.615 -2.391 -4.457 0.138 0.834 0.825 0.267
H 7.485 -2.027 -2.862 -0.136 -0.280 -0.519 0.290
H 2.880 -1.615 -1.805 -0.207 -0.389 0.508 -0.076
H 2.358 -0.348 -2.881 0.143 0.274 1.254 0.313
H 2.617 -0.023 -1.051 -0.709 0.543 0.489 -0.049
C 7.604 1.638 4.100 -0.937 1.218 0.556 -0.426
O 8.000 2.104 5.407 0.179 -0.978 -0.526 -0.426
C 7.367 3.273 5.852 -0.369 -0.467 0.395 -0.518
C 5.855 3.189 6.043 -0.921 1.141 -1.435 -0.534
O 5.263 3.216 4.663 1.891 0.472 1.478 -0.255
C 3.885 3.113 4.614 -0.721 -1.026 2.297 -0.918
C 3.325 3.177 3.263 -0.579 0.454 -1.274 0.163
O 3.768 2.076 2.486 0.800 0.495 0.334 0.136
C 4.011 2.420 1.152 -0.269 -1.061 -0.408 -0.714
H 8.324 0.935 3.726 0.382 -0.393 0.177 0.335
H 7.530 2.481 3.394 0.186 -0.082 0.154 0.269
H 6.587 1.227 4.144 0.308 -0.235 -0.073 0.068
H 7.573 4.046 5.110 -0.061 0.507 0.229 0.328
H 7.810 3.490 6.846 -0.082 0.107 -0.666 0.327
H 5.522 4.089 6.618 0.186 -0.264 -0.662 0.395
H 5.483 2.368 6.664 0.229 -0.496 -0.544 0.342
H 3.410 3.863 5.265 -0.099 0.078 -0.190 0.408
H 3.630 2.129 5.019 -0.358 -0.027 0.186 0.190
H 3.579 4.174 2.827 -0.026 -0.719 -0.187 0.481
H 2.233 3.069 3.279 -0.042 0.498 0.457 -0.239
H 4.613 1.566 0.734 -0.459 1.194 0.015 0.114
H 4.433 3.413 1.054 0.913 0.039 -0.009 0.521
H 3.061 2.529 0.635 -0.345 -0.382 -0.524 -0.032
C -0.510 2.279 5.703 -0.814 0.130 1.470 -0.623
O -0.235 3.514 5.063 1.335 -0.476 1.803 -0.448
C -1.119 3.753 4.051 1.096 -0.699 -2.295 0.300
C -0.635 4.894 3.122 -1.587 0.241 1.896 -0.348
O -1.829 5.170 2.437 -0.569 -0.748 -1.041 -0.338
C -1.713 6.089 1.401 0.959 1.856 1.129 -0.620
C -1.482 5.506 0.063 -0.497 -1.352 -1.902 -0.300
O -0.359 4.632 0.043 1.594 0.863 -1.159 0.317
C 0.911 5.321 -0.213 -0.782 0.072 1.292 -0.773
H -0.440 1.472 5.018 0.351 -0.880 -0.858 0.100
H -1.542 2.218 6.108 0.178 0.424 -0.322 0.342
H 0.109 2.046 6.596 0.180 0.717 -0.854 0.312
H -2.102 3.944 4.424 -0.841 0.431 0.144 0.685
H -1.166 2.842 3.399 -0.296 0.494 0.338 -0.564
H 0.243 4.710 2.523 0.090 -0.570 -0.411 -0.057
H -0.463 5.804 3.694 0.610 0.082 0.515 0.518
H -0.875 6.814 1.724 -1.032 -0.661 -0.839 0.315
H -2.638 6.657 1.358 -0.174 0.211 0.060 0.393
H -1.413 6.291 -0.724 0.219 -0.158 0.529 0.413
H -2.331 4.849 -0.301 0.624 0.716 0.897 -0.102
H 1.697 4.608 -0.308 0.199 -0.977 -0.567 -0.017
H 1.211 5.830 0.705 -0.204 0.570 0.058 0.374
H 0.960 6.038 -1.050 -0.609 -0.431 0.158 0.329
C -4.292 2.342 1.674 -2.247 1.169 0.271 0.566
O -3.938 2.750 0.362 -0.541 -0.254 0.626 -0.540
C -3.359 1.669 -0.280 -0.154 0.953 -3.090 1.499
C -4.183 1.177 -1.460 -0.229 -0.484 -0.472 -0.687
O -5.416 0.576 -1.016 0.241 0.176 -0.366 0.237
C -6.549 1.261 -1.455 -2.000 -0.687 -0.331 -0.623
C -7.812 0.968 -0.588 -0.363 1.247 -0.741 -0.681
O -7.654 1.618 0.665 -1.021 -0.989 0.938 -0.201
C -8.772 1.333 1.556 0.688 -1.233 -1.123 -0.886
H -3.402 2.396 2.290 -0.010 -0.092 0.545 -0.355
H -4.783 1.348 1.685 0.606 0.488 -0.075 -0.430
H -5.126 3.047 2.008 1.394 -0.711 -0.077 0.388
H -3.189 0.836 0.339 0.456 -0.974 1.083 -0.129
H -2.452 2.009 -0.773 0.633 -0.103 0.325 -0.409
H -3.629 0.365 -1.936 0.259 -0.079 0.003 -0.391
H -4.303 1.942 -2.285 -0.295 -0.475 1.100 0.408
H -6.882 1.036 -2.500 0.560 -0.420 0.361 0.228
H -6.327 2.302 -1.495 -0.136 1.123 0.430 0.395
H -8.083 -0.125 -0.551 0.609 0.773 0.361 0.312
H -8.715 1.474 -1.063 0.994 -0.633 -0.038 0.441
H -9.713 1.801 1.286 0.006 0.446 -0.411 0.332
H -8.507 1.612 2.548 0.397 0.425 0.666 0.281
H -8.975 0.240 1.567 0.214 0.433 -0.018 0.330
C -2.010 2.173 -9.294 0.110 0.134 -0.701 -0.702
O -2.293 1.401 -8.153 0.906 -1.006 -0.571 -0.248
C -1.653 0.123 -8.220 -1.280 -0.133 0.391 -0.671
C -1.460 -0.388 -6.847 -0.337 -0.591 0.966 -0.301
O -2.676 -0.719 -6.162 0.308 0.736 -1.509 -0.404
C -2.523 -1.495 -5.016 1.418 0.607 0.409 0.330
C -3.902 -1.604 -4.446 -0.306 -0.651 -0.574 -0.699
O -3.964 -2.615 -3.469 0.183 0.465 -0.120 -0.091
C -5.316 -2.858 -3.189 -0.201 0.766 0.243 -0.767
H -2.792 2.075 -10.072 0.278 -0.064 0.265 0.242
H -1.024 1.919 -9.753 -0.611 0.116 0.337 0.307
H -1.970 3.204 -8.971 -0.049 0.337 -0.043 0.241
H -0.652 0.145 -8.666 -0.142 0.353 -0.197 0.399
H -2.248 -0.671 -8.714 -0.059 0.685 -0.434 0.266
H -0.871 0.319 -6.288 0.217 0.412 0.618 0.225
H -0.869 -1.277 -6.994 0.410 -0.751 0.285 0.367
H -1.811 -0.931 -4.320 -0.673 -1.020 -0.454 -0.141
H -2.124 -2.500 -5.284 -0.057 0.442 0.373 0.167
H -4.588 -1.890 -5.252 0.159 0.010 -0.295 0.519
H -4.268 -0.636 -4.125 0.015 0.330 0.608 0.248
H -5.794 -1.958 -2.791 0.030 0.116 0.235 0.193
H -5.336 -3.618 -2.444 -0.318 -0.753 0.393 0.269
H -5.885 -3.097 -4.087 0.055 -0.487 -0.147 0.328
```
Positions in Å, forces in eV/Å.

Results
HOMO-LUMO gap (Ha): 0.322
Structure (SMILES): O=[N+]([O-])c1ccccc1.O=[N+]([O-])c1ccccc1.O=[N+]([O-])c1ccccc1.O=[N+]([O-])c1ccccc1.COC(=O)OC.COC(=O)OC.COC(=O)OC.COCCOCCOC.COCCOCCOC.COCCOCCOC.COCCOCCOC
E (Eh): -4628.5978
Molecular weight (g mol⁻¹): 1299.38